one | A 2-piece molecular cluster, CCl2F2O overall, computed with ωB97M-V with the def2-TZVPD basis set.

Geometry as XYZ:
```
6
Properties=species:S:1:pos:R:3
O 0.48 -1.74 -0.99
C 0.87 -1.14 -0.08
F 2.07 -0.66 -0.02
Cl -0.08 -0.98 1.30
F -1.23 1.86 -0.73
Cl -2.11 2.66 0.53
```

Output
* highest occupied orbital energy: -11.70 eV
* lowest unoccupied orbital energy: -1.90 eV
* SMILES: O=C(F)Cl.FCl

Löwdin atomic charge list, values in e, 2 entries: O 0.111; C -1.015



two | A 2-piece molecular cluster, CCl2F2O overall, computed with ωB97M-V with the def2-TZVPD basis set.

Geometry as XYZ:
```
6
Properties=species:S:1:pos:R:3
O -1.55 -1.00 -0.58
C -1.43 -0.23 0.30
F -1.67 -0.53 1.68
Cl -0.97 1.38 0.27
F 2.13 -0.26 -0.94
Cl 3.49 0.64 -0.73
```

Output
* highest occupied orbital energy: -12.04 eV
* lowest unoccupied orbital energy: -1.14 eV
* SMILES: O=C(F)Cl.FCl

Löwdin atomic charge list, values in e, 2 entries: O 0.124; C -0.899



Which of them is most stable, and which least? Most stable: two; least stable: one.



one | C24H30MnN8O4 as an isolated structure, computed with ωB97M-V with the def2-TZVPD basis set.

Geometry as XYZ:
```
67
Properties=species:S:1:pos:R:3
Mn -0.25 0.84 0.48
N 3.31 1.89 1.39
C 3.95 0.85 2.19
C 2.97 -0.27 2.51
C 1.95 0.10 3.59
C 0.67 -0.72 3.53
N -0.20 -0.47 2.36
H 3.00 1.49 0.51
H 3.97 2.63 1.17
H 4.32 1.30 3.11
H 4.82 0.42 1.67
H 3.54 -1.14 2.83
H 2.45 -0.56 1.59
H 1.72 1.17 3.56
H 2.40 -0.09 4.57
H 0.10 -0.56 4.45
H 0.95 -1.77 3.52
H -1.06 -0.01 2.66
H -0.48 -1.36 1.96
C -1.51 3.95 3.17
C -1.36 2.77 2.26
N -0.21 2.35 1.84
O 0.87 3.11 2.27
C -2.51 2.06 1.73
C -3.92 2.37 2.10
N -2.21 1.17 0.80
O -3.15 0.61 0.16
H -0.64 4.60 3.09
H -1.59 3.62 4.21
H -2.41 4.50 2.93
H 1.67 2.65 1.95
H -4.00 2.74 3.12
H -4.52 1.46 2.00
H -4.38 3.10 1.43
O 2.23 0.63 -2.80
C 1.45 0.91 -1.89
O 1.31 0.28 -0.78
C 0.53 2.10 -2.04
C 0.58 2.92 -3.15
C -0.26 4.02 -3.20
C -1.12 4.25 -2.14
C -1.12 3.36 -1.08
N -0.32 2.30 -1.03
H 1.29 2.68 -3.93
H -0.24 4.69 -4.05
H -1.79 5.09 -2.13
H -1.80 3.50 -0.25
N 1.21 -7.54 -6.18
C 0.86 -6.77 -5.40
C 0.41 -5.82 -4.43
C 0.99 -4.55 -4.37
C 0.56 -3.63 -3.44
C -0.45 -3.97 -2.53
C -1.02 -5.24 -2.59
C -0.60 -6.15 -3.53
N -0.89 -3.03 -1.57
C -2.05 -3.07 -0.82
C -2.04 -1.96 -0.05
N -0.88 -1.25 -0.28
C -0.22 -1.91 -1.19
H 1.76 -4.28 -5.07
H 1.00 -2.64 -3.43
H -1.79 -5.52 -1.88
H -1.04 -7.14 -3.57
H -2.80 -3.84 -0.94
H -2.80 -1.61 0.62
H 0.74 -1.62 -1.57
```

Output
* highest occupied orbital energy (spin up / spin down): -7.38 / -7.28 eV
* lowest unoccupied orbital energy (spin up / spin down): 0.06 / 0.06 eV
* spin multiplicity: 2

Löwdin atomic charge list, values in e, 2 entries: Mn 0.650; N 0.010



two | C24H30MnN8O4 as an isolated structure, computed with ωB97M-V with the def2-TZVPD basis set.

Geometry as XYZ:
```
67
Properties=species:S:1:pos:R:3
Mn -1.31 0.17 -0.54
N 0.35 0.68 -1.97
C 1.35 1.76 -1.90
C 0.80 2.93 -1.11
C -0.29 3.72 -1.84
C -1.55 3.85 -0.99
N -2.17 2.52 -0.89
H 0.76 -0.17 -2.34
H -0.37 0.93 -2.66
H 1.68 2.08 -2.90
H 2.24 1.38 -1.39
H 1.62 3.60 -0.82
H 0.38 2.52 -0.20
H -0.58 3.22 -2.77
H 0.07 4.71 -2.14
H -2.22 4.59 -1.41
H -1.28 4.18 0.01
H -2.65 2.32 -1.76
H -2.87 2.50 -0.16
C -3.66 -1.42 -3.93
C -2.68 -1.13 -2.84
N -2.31 0.08 -2.51
O -3.01 1.12 -3.19
C -2.11 -2.19 -2.07
C -2.39 -3.64 -2.27
N -1.43 -1.81 -1.00
O -1.01 -2.72 -0.23
H -3.84 -0.56 -4.56
H -4.60 -1.77 -3.50
H -3.27 -2.22 -4.56
H -3.95 0.94 -3.09
H -2.94 -3.84 -3.18
H -2.96 -4.03 -1.42
H -1.46 -4.21 -2.29
O -4.81 0.23 1.62
C -3.65 0.31 1.24
O -3.18 -0.07 0.11
C -2.63 0.95 2.17
C -2.94 1.17 3.51
C -1.98 1.75 4.32
C -0.75 2.08 3.77
C -0.53 1.83 2.43
N -1.45 1.27 1.64
H -3.92 0.89 3.86
H -2.18 1.92 5.37
H 0.03 2.54 4.37
H 0.42 2.06 1.97
N 8.87 -2.98 1.86
C 7.75 -2.73 1.80
C 6.35 -2.42 1.71
C 5.79 -2.06 0.49
C 4.45 -1.76 0.40
C 3.65 -1.80 1.54
C 4.21 -2.16 2.77
C 5.55 -2.47 2.85
N 2.28 -1.49 1.47
C 1.29 -1.85 2.36
C 0.14 -1.31 1.88
N 0.40 -0.60 0.73
C 1.67 -0.73 0.51
H 6.41 -2.02 -0.40
H 4.02 -1.52 -0.56
H 3.60 -2.18 3.66
H 5.99 -2.75 3.80
H 1.47 -2.49 3.20
H -0.86 -1.40 2.26
H 2.22 -0.29 -0.31
```

Output
* highest occupied orbital energy (spin up / spin down): -7.32 / -7.27 eV
* lowest unoccupied orbital energy (spin up / spin down): -0.19 / -0.20 eV
* spin multiplicity: 2

Löwdin atomic charge list, values in e, 2 entries: Mn 0.650; N -0.014



Which of them is most stable, and which least? Most stable: one; least stable: two.



one | C6H17N3 as an isolated structure, computed with ωB97M-V with the def2-TZVPD basis set.

Geometry as XYZ:
```
26
Properties=species:S:1:pos:R:3
C -1.11 0.30 -0.46
C -0.53 -0.53 1.22
C -0.66 0.33 -1.91
C -1.70 1.61 -0.01
C -1.12 -1.92 1.32
H -1.92 -0.44 -0.48
H -0.94 0.17 1.95
H 0.51 -0.52 1.54
H 0.00 1.18 -2.10
H -1.53 0.51 -2.55
H -0.22 -0.61 -2.23
H -2.34 1.47 0.87
H -0.91 2.33 0.25
H -2.32 2.05 -0.79
H -1.05 -2.31 2.34
H -2.17 -1.92 1.05
H -0.62 -2.61 0.64
C 2.41 -0.04 -0.05
N 2.19 -1.22 -0.82
N 1.38 1.03 -0.16
N 1.37 1.95 0.66
H 1.89 1.74 1.54
H 2.26 -1.04 -1.81
H 1.28 -1.62 -0.62
H 3.35 0.42 -0.38
H 2.52 -0.30 1.01
```

Output
* highest occupied orbital energy: -8.73 eV
* lowest unoccupied orbital energy: 0.84 eV

Löwdin atomic charge list, values in e, 2 entries: C -0.316; C -0.150



two | A 3-piece molecular cluster, C6H17N3 overall, computed with ωB97M-V with the def2-TZVPD basis set.

Geometry as XYZ:
```
26
Properties=species:S:1:pos:R:3
C 0.17 0.95 -0.33
C 2.30 0.70 -0.08
C -1.76 -1.70 -1.51
C -2.11 -1.39 0.82
C -0.32 1.80 0.82
C 2.85 0.02 1.14
N -1.72 -0.75 -0.42
N 0.28 -0.39 -0.23
N -0.01 1.45 -1.58
H 0.32 -0.68 0.74
H -0.63 2.24 -1.69
H 0.00 0.77 -2.32
H 2.62 0.29 -1.03
H 2.41 1.79 -0.07
H -1.43 -1.22 -2.44
H -2.78 -2.07 -1.69
H -1.13 -2.59 -1.34
H -2.13 -0.67 1.64
H -3.13 -1.81 0.76
H -1.45 -2.24 1.10
H 0.13 1.48 1.76
H -0.12 2.86 0.66
H -1.40 1.64 0.89
H 3.93 0.19 1.25
H 2.71 -1.06 1.09
H 2.38 0.38 2.06
```

Output
* highest occupied orbital energy (spin up / spin down): -6.83 / -6.54 eV
* lowest unoccupied orbital energy (spin up / spin down): 0.98 / 0.99 eV

Löwdin atomic charge list, values in e, 2 entries: C -0.590; C -0.120



Which of them is most stable, and which least? Most stable: one; least stable: two.



one | C44H51AsBaClF4N3O4Si2Te as an isolated structure, computed with ωB97M-V with the def2-TZVPD basis set.

Geometry as XYZ:
```
112
Properties=species:S:1:pos:R:3
Ba -0.09 0.08 1.07
C 2.58 -2.43 2.14
N 2.45 -1.05 2.57
C 3.62 -0.28 2.17
C 2.25 -0.94 4.01
C 1.49 0.33 4.39
N 0.13 0.23 3.90
C -0.92 0.15 4.70
C -2.21 -0.03 4.10
F -2.25 -0.12 2.73
C -3.39 -0.13 4.77
F -4.53 -0.29 4.06
C -3.45 -0.08 6.16
C -2.23 0.07 6.79
F -2.20 0.12 8.14
C -1.03 0.18 6.12
F 0.08 0.31 6.90
H 3.46 -2.93 2.59
H 2.69 -2.47 1.05
H 1.68 -2.99 2.40
H 4.54 -0.69 2.63
H 3.51 0.76 2.46
H 3.73 -0.30 1.08
H 3.22 -0.99 4.53
H 1.65 -1.79 4.34
H 1.98 1.18 3.90
H 1.58 0.50 5.46
H -4.38 -0.15 6.70
O 3.31 7.48 0.75
C 2.38 6.93 0.13
O 1.68 7.35 -0.81
C 2.09 5.47 0.55
C 2.84 4.84 1.54
C 2.58 3.52 1.85
N 1.64 2.78 1.25
C 0.88 3.41 0.34
C 1.08 4.72 -0.04
C -0.22 2.52 -0.19
O -1.28 2.47 0.47
O 0.11 1.67 -1.06
H 3.62 5.40 2.04
H 3.17 3.01 2.61
H 0.46 5.19 -0.79
Cl -0.14 -2.79 -1.61
C -0.65 -2.75 0.22
H -0.01 -3.55 0.64
H -1.65 -3.20 0.16
C -9.04 -2.41 -0.29
C -8.55 -1.13 -0.50
C -7.20 -0.85 -0.31
C -6.33 -1.85 0.10
C -6.83 -3.13 0.32
C -8.17 -3.41 0.12
As -4.40 -1.57 0.39
C -3.85 -1.87 -1.45
C -3.67 -3.09 -2.08
C -3.24 -3.12 -3.40
C -2.96 -1.94 -4.07
C -3.13 -0.71 -3.44
C -3.59 -0.67 -2.13
C -3.86 0.55 -1.34
C -3.73 1.86 -1.79
C -4.04 2.91 -0.95
C -4.47 2.68 0.35
C -4.59 1.38 0.81
C -4.30 0.32 -0.04
H -10.09 -2.63 -0.44
H -9.22 -0.34 -0.82
H -6.83 0.15 -0.49
H -6.16 -3.92 0.66
H -8.54 -4.42 0.29
H -3.85 -4.01 -1.54
H -3.07 -4.07 -3.89
H -2.59 -1.97 -5.08
H -2.89 0.20 -3.96
H -3.35 2.06 -2.79
H -3.91 3.93 -1.30
H -4.68 3.51 1.01
H -4.89 1.19 1.84
C 3.09 -4.45 -1.01
Si 3.95 -3.38 -2.28
C 2.99 -3.32 -3.88
C 5.64 -4.14 -2.63
C 4.26 -1.64 -1.63
Te 2.57 -0.33 -1.60
C 3.75 1.42 -1.24
Si 3.86 2.56 -2.72
C 2.17 2.86 -3.45
C 4.96 1.72 -3.99
C 4.65 4.17 -2.20
H 2.96 -5.46 -1.40
H 2.10 -4.06 -0.77
H 3.68 -4.51 -0.09
H 2.89 -4.32 -4.30
H 3.50 -2.68 -4.61
H 1.99 -2.91 -3.72
H 5.52 -5.16 -3.01
H 6.25 -4.18 -1.73
H 6.18 -3.56 -3.38
H 4.99 -1.17 -2.29
H 4.70 -1.68 -0.63
H 4.73 1.05 -0.94
H 3.31 1.92 -0.37
H 1.84 2.01 -4.04
H 2.19 3.75 -4.09
H 1.44 3.02 -2.66
H 4.58 0.71 -4.22
H 5.99 1.62 -3.63
H 4.99 2.28 -4.93
H 4.00 4.72 -1.50
H 4.82 4.82 -3.06
H 5.61 4.01 -1.70
```

Output
* highest occupied orbital energy: -2.77 eV
* charge: -2
* lowest unoccupied orbital energy: 3.48 eV

Löwdin atomic charge list, values in e, 2 entries: Ba 1.742; C -0.115



two | C44H51AsBaClF4N3O4Si2Te as an isolated structure, computed with ωB97M-V with the def2-TZVPD basis set.

Geometry as XYZ:
```
112
Properties=species:S:1:pos:R:3
Ba -0.91 0.05 0.60
C -3.55 0.16 -2.24
N -3.49 -0.76 -1.12
C -3.34 -2.14 -1.58
C -4.68 -0.66 -0.25
C -4.38 -1.06 1.18
N -3.47 -0.10 1.77
C -3.83 0.72 2.75
C -2.87 1.69 3.19
F -1.67 1.71 2.54
C -3.07 2.61 4.19
F -2.07 3.46 4.49
C -4.27 2.69 4.88
C -5.23 1.78 4.48
F -6.43 1.80 5.10
C -5.05 0.85 3.48
F -6.11 0.04 3.21
H -4.40 -0.04 -2.91
H -2.62 0.08 -2.82
H -3.62 1.18 -1.88
H -4.19 -2.44 -2.22
H -3.28 -2.82 -0.74
H -2.41 -2.24 -2.15
H -5.51 -1.25 -0.68
H -5.00 0.39 -0.24
H -3.88 -2.04 1.16
H -5.32 -1.21 1.72
H -4.43 3.41 5.67
O 0.14 -7.64 2.93
C 0.88 -6.64 2.87
O 2.08 -6.50 3.20
C 0.21 -5.36 2.33
C -1.11 -5.37 1.90
C -1.66 -4.22 1.37
N -1.00 -3.07 1.22
C 0.26 -3.05 1.70
C 0.89 -4.16 2.25
C 0.89 -1.67 1.62
O 0.67 -0.89 2.57
O 1.32 -1.30 0.49
H -1.68 -6.29 1.97
H -2.69 -4.22 1.01
H 1.92 -4.11 2.60
Cl 0.75 2.03 -2.33
C -0.70 2.43 -1.18
H -1.52 2.61 -1.90
H -0.42 3.44 -0.84
C 2.80 7.85 4.21
C 3.12 6.57 4.64
C 2.56 5.46 4.04
C 1.64 5.61 3.00
C 1.31 6.89 2.58
C 1.88 8.01 3.17
As 0.79 4.09 2.06
C 2.16 3.88 0.69
C 2.29 4.62 -0.47
C 3.30 4.30 -1.37
C 4.15 3.22 -1.12
C 4.00 2.47 0.04
C 3.01 2.80 0.96
C 2.75 2.12 2.25
C 3.48 1.05 2.77
C 3.14 0.52 4.00
C 2.06 1.03 4.72
C 1.32 2.08 4.20
C 1.68 2.63 2.98
H 3.24 8.72 4.68
H 3.83 6.44 5.45
H 2.83 4.47 4.38
H 0.59 7.03 1.78
H 1.61 9.00 2.83
H 1.61 5.43 -0.69
H 3.40 4.86 -2.29
H 4.91 2.95 -1.84
H 4.65 1.62 0.22
H 4.30 0.62 2.20
H 3.69 -0.33 4.39
H 1.78 0.58 5.67
H 0.46 2.46 4.74
C -1.36 1.16 -5.20
Si -0.25 -0.28 -5.62
C 1.55 0.23 -5.66
C -0.72 -0.89 -7.34
C -0.50 -1.72 -4.44
Te 0.39 -1.55 -2.50
C 0.16 -3.64 -2.06
Si 1.76 -4.60 -2.16
C 3.13 -3.72 -1.25
C 2.22 -4.76 -3.98
C 1.51 -6.31 -1.44
H -1.22 1.97 -5.93
H -1.13 1.56 -4.21
H -2.42 0.86 -5.23
H 1.71 1.01 -6.41
H 2.18 -0.63 -5.91
H 1.87 0.61 -4.69
H -0.60 -0.09 -8.07
H -1.77 -1.22 -7.37
H -0.10 -1.73 -7.65
H -0.04 -2.60 -4.90
H -1.57 -1.94 -4.32
H -0.57 -4.00 -2.80
H -0.31 -3.71 -1.07
H 3.53 -2.89 -1.84
H 3.95 -4.41 -1.02
H 2.76 -3.30 -0.30
H 2.24 -3.77 -4.45
H 1.49 -5.38 -4.52
H 3.21 -5.21 -4.10
H 1.31 -6.26 -0.36
H 2.40 -6.93 -1.58
H 0.66 -6.82 -1.91
```

Output
* highest occupied orbital energy: -2.75 eV
* charge: -2
* lowest unoccupied orbital energy: 3.50 eV

Löwdin atomic charge list, values in e, 2 entries: Ba 1.764; C -0.111



Which of them is most stable, and which least? Most stable: one; least stable: two.



one | A 3-piece molecular cluster, CH9NO3 overall, computed with ωB97M-V with the def2-TZVPD basis set.

Geometry as XYZ:
```
14
Properties=species:S:1:pos:R:3
N -1.51 0.73 -0.12
C -1.42 -0.69 0.09
O -0.09 -1.14 0.15
H -1.80 1.23 0.71
H -2.32 0.88 -0.71
H -1.90 -1.01 1.03
H -1.97 -1.33 -0.61
H 0.40 -0.83 -0.62
O 1.82 0.05 -1.52
H 1.80 0.44 -0.64
H 1.75 0.76 -2.15
O 1.81 0.63 1.19
H 2.35 0.30 1.91
H 1.07 -0.02 1.28
```

Output
* highest occupied orbital energy: -10.17 eV
* lowest unoccupied orbital energy: 0.82 eV
* SMILES: NCO.O.O

Löwdin atomic charge list, values in e, 2 entries: N 0.034; C -0.355



two | A 3-piece molecular cluster, CH9NO3 overall, computed with ωB97M-V with the def2-TZVPD basis set.

Geometry as XYZ:
```
14
Properties=species:S:1:pos:R:3
N 0.41 0.67 1.32
C 1.38 0.78 0.32
O 1.29 -0.23 -0.73
H -0.59 0.70 1.28
H 0.75 0.40 2.22
H 1.26 1.71 -0.26
H 2.33 0.62 0.83
H 1.12 0.20 -1.59
O -1.42 -1.73 0.71
H -0.48 -1.57 0.47
H -1.88 -1.07 0.18
O -1.78 -0.13 -1.58
H -1.17 0.18 -0.89
H -1.24 -0.52 -2.28
```

Output
* highest occupied orbital energy: -9.74 eV
* lowest unoccupied orbital energy: 0.46 eV
* SMILES: NCO.O.O

Löwdin atomic charge list, values in e, 2 entries: N 0.027; C -0.331



Which of them is most stable, and which least? Most stable: one; least stable: two.



one | A 2-piece molecular cluster, C4H8O4 overall, computed with ωB97M-V with the def2-TZVPD basis set.

Geometry as XYZ:
```
16
Properties=species:S:1:pos:R:3
C -2.80 2.86 0.59
O -2.13 2.40 -0.58
C -0.78 2.60 -0.75
O -0.07 3.09 0.13
H -2.99 2.10 1.37
H -3.77 3.24 0.23
H -2.24 3.69 1.04
H -0.33 2.23 -1.69
C 1.23 -3.07 -0.75
O 2.56 -3.08 -0.37
C 2.83 -2.43 0.79
O 1.99 -1.90 1.52
H 0.59 -2.26 -0.35
H 0.89 -4.02 -0.32
H 1.09 -3.11 -1.85
H 3.92 -2.35 0.98
```

Output
* highest occupied orbital energy: -10.73 eV
* lowest unoccupied orbital energy: 0.72 eV
* SMILES: COC=O.COC=O

Löwdin atomic charge list, values in e, 2 entries: C -0.072; O -0.097



two | C4H8O4 as an isolated structure, computed with ωB97M-V with the def2-TZVPD basis set.

Geometry as XYZ:
```
16
Properties=species:S:1:pos:R:3
C 0.07 -0.29 -0.42
C 1.23 -0.65 0.54
C -0.99 -1.36 -0.52
C -0.36 0.90 0.46
O 0.51 0.08 -1.70
O -1.67 1.19 0.55
O 2.24 0.08 0.55
O 0.47 1.97 0.39
H 1.21 0.75 -1.59
H -1.78 2.16 0.51
H 1.40 1.59 0.48
H 1.29 -1.70 0.86
H 0.13 0.16 1.51
H -1.88 -0.97 -1.01
H -1.28 -1.71 0.47
H -0.59 -2.20 -1.09
```

Output
* highest occupied orbital energy: -9.55 eV
* lowest unoccupied orbital energy: 0.30 eV

Löwdin atomic charge list, values in e, 2 entries: C -0.503; C -0.197



Which of them is most stable, and which least? Most stable: one; least stable: two.